1.
{"formula": "C25H59F2IN2O14P", "method": "wB97M-V/def2-TZVPD", "gap_ev": 6.74, "homo_energy_ev": -11.36, "e_lumo_ev": -4.62, "total_charge": 1, "elements": ["O", "C", "F", "N", "C", "O", "F", "C", "C", "I", "C", "N", "C", "C", "P", "O", "O", "O", "H", "H", "H", "H", "H", "C", "C", "O", "H", "H", "H", "H", "H", "H", "C", "C", "O", "H", "H", "H", "H", "H", "H", "C", "C", "O", "H", "H", "H", "H", "H", "H", "C", "C", "O", "H", "H", "H", "H", "H", "H", "C", "C", "O", "H", "H", "H", "H", "H", "H", "C", "C", "O", "H", "H", "H", "H", "H", "H", "C", "C", "O", "H", "H", "H", "H", "H", "H", "C", "C", "O", "H", "H", "H", "H", "H", "H", "C", "C", "O", "H", "H", "H", "H", "H", "H"], "positions_angstrom": [[-2.60987, 4.48985, 1.23854], [-2.00956, 3.87357, 2.05657], [-2.30887, 4.00170, 3.35949], [-0.93089, 2.99919, 1.82990], [-0.80667, 2.60746, 0.45935], [-0.98299, 1.51809, 0.02560], [-0.40788, 3.59235, -0.32673], [-0.87808, 1.88491, 2.74131], [-1.89214, 0.94232, 2.90939], [-3.67540, 0.99600, 1.79337], [-1.71784, -0.05713, 3.83809], [-0.61192, -0.13567, 4.56023], [0.36961, 0.73731, 4.40677], [0.30315, 1.76223, 3.50503], [1.75942, 2.87022, 3.38056], [3.00110, 2.11473, 3.44749], [1.72580, 3.90290, 4.62842], [1.76696, 3.68841, 1.98982], [-2.53111, -0.79293, 3.95523], [-0.55023, -0.89112, 5.24043], [1.25693, 0.60789, 5.03211], [0.81164, 4.21768, 4.73664], [1.59043, 4.62378, 2.18273], [2.75743, -3.08607, 3.14703], [2.16482, -1.88258, 3.85107], [0.96409, -2.25066, 4.55206], [2.04136, -3.50814, 2.44049], [3.66451, -2.81375, 2.60740], [3.00032, -3.87209, 3.86582], [1.90449, -1.10753, 3.12768], [2.87058, -1.45987, 4.56738], [1.18857, -2.93064, 5.19623], [0.84927, 1.71672, -3.27582], [0.89471, 0.20007, -3.31827], [1.86668, -0.24650, -4.25332], [0.61447, 2.12197, -4.26133], [0.09642, 2.06239, -2.56475], [1.82038, 2.12307, -2.98660], [-0.07017, -0.20236, -3.62795], [1.13889, -0.21005, -2.33062], [2.72431, 0.10137, -3.97442], [-3.08374, -1.00801, -4.32565], [-2.85724, -2.34812, -3.65094], [-4.05978, -2.82513, -3.04871], [-3.44109, -0.27254, -3.60278], [-2.16249, -0.63790, -4.77861], [-3.84673, -1.08932, -5.10331], [-2.11090, -2.25799, -2.86211], [-2.50613, -3.09040, -4.37441], [-4.71751, -2.91693, -3.74452], [-4.07139, -4.48154, 3.02940], [-3.14129, -4.16889, 4.18385], [-3.40754, -2.86198, 4.71677], [-3.95625, -3.73801, 2.23670], [-3.86707, -5.46610, 2.61964], [-5.11338, -4.44919, 3.35051], [-2.10273, -4.18176, 3.85277], [-3.25853, -4.90401, 4.98453], [-4.32074, -2.85254, 5.02056], [4.95082, 0.02383, 8.30730], [4.15583, -0.88230, 7.38858], [3.49031, -0.12174, 6.37441], [4.29631, 0.75791, 8.77866], [5.45195, -0.55188, 9.08611], [5.70417, 0.57934, 7.74427], [3.39152, -1.41923, 7.94973], [4.81129, -1.61516, 6.90759], [4.16601, 0.34654, 5.87100], [-2.49132, 7.46263, -1.46976], [-1.13972, 7.64759, -0.80696], [-1.24581, 7.50760, 0.61020], [-3.20587, 8.19220, -1.08712], [-2.41575, 7.57827, -2.55202], [-2.89581, 6.47086, -1.25148], [-0.74822, 8.64344, -1.00801], [-0.42134, 6.91131, -1.18344], [-1.58299, 6.62501, 0.78997], [-6.99259, -6.69499, -0.14607], [-5.65083, -6.46213, 0.52147], [-5.75881, -6.58684, 1.94092], [-7.73071, -5.98186, 0.22319], [-6.91416, -6.59107, -1.22916], [-7.36918, -7.69476, 0.08236], [-5.28802, -5.45673, 0.30847], [-4.90936, -7.18112, 0.15860], [-6.06937, -7.47778, 2.13086], [5.28300, 2.07320, -6.42581], [4.06668, 2.36921, -5.57141], [4.17647, 1.73678, -4.29373], [5.39863, 0.99865, -6.56603], [5.19635, 2.54720, -7.40461], [6.19401, 2.43501, -5.94107], [3.16353, 1.98858, -6.04718], [3.95155, 3.44777, -5.42186], [4.96719, 2.07724, -3.86496], [2.54111, -0.43042, -8.83238], [3.92220, -0.26079, -9.43899], [4.93270, -0.67475, -8.52288], [2.45417, 0.14948, -7.91207], [1.76526, -0.10539, -9.52789], [2.35987, -1.47558, -8.57068], [4.10821, 0.78550, -9.67938], [4.01501, -0.84793, -10.35828], [4.77757, -1.60135, -8.31656]], "forces_ev_per_a": [[0.72, -0.41, 0.35], [-0.91, 1.25, -0.66], [0.66, -0.49, -0.22], [-1.49, -0.41, 0.20], [0.39, -0.55, -1.55], [0.26, 0.49, 0.82], [-0.27, 0.18, 0.83], [1.13, -0.26, 0.62], [-0.36, 0.68, -0.89], [0.35, -0.10, 0.45], [-1.59, -0.57, -0.49], [-0.86, 0.10, 0.13], [1.78, -0.10, 1.06], [-1.06, 0.92, -0.91], [2.68, 0.29, -0.13], [-0.26, -0.97, 0.30], [-1.49, -0.48, -1.31], [-1.04, 0.09, 1.44], [0.73, 0.02, 0.37], [0.52, -0.11, -0.22], [-0.20, -0.12, -0.10], [0.24, 0.37, 0.47], [0.05, 0.07, -0.50], [-0.15, -0.03, -0.09], [0.37, -0.43, 0.09], [-0.26, 0.14, 0.15], [0.03, 0.06, -0.04], [0.01, -0.02, 0.03], [0.11, 0.06, 0.02], [-0.15, -0.02, 0.04], [0.01, 0.10, -0.09], [0.08, -0.05, -0.08], [-0.09, 0.09, 0.10], [0.47, 0.20, -0.08], [-0.15, -0.20, -0.01], [-0.06, -0.06, 0.00], [-0.01, 0.03, -0.02], [-0.01, -0.04, 0.05], [0.07, -0.09, -0.04], [-0.19, 0.05, 0.08], [0.01, 0.13, -0.17], [0.03, 0.05, 0.05], [-0.34, 0.03, -0.29], [0.13, 0.00, 0.25], [0.07, -0.01, 0.03], [-0.04, 0.01, -0.05], [0.08, -0.03, -0.07], [-0.08, -0.09, 0.07], [0.17, 0.07, 0.01], [-0.01, -0.01, 0.01], [0.23, 0.32, 0.08], [-0.40, -0.06, -0.15], [0.36, 0.35, 0.02], [0.09, -0.02, 0.00], [-0.08, -0.02, 0.04], [0.01, -0.18, 0.01], [0.02, 0.15, 0.12], [0.09, -0.05, -0.04], [0.00, -0.02, -0.01], [-0.05, 0.04, 0.03], [0.29, 0.25, -0.07], [-0.27, -0.08, -0.03], [-0.03, -0.07, 0.04], [0.03, 0.02, -0.02], [0.06, -0.09, 0.01], [-0.09, 0.03, -0.12], [-0.01, -0.09, 0.11], [-0.06, 0.09, -0.02], [-0.04, 0.03, 0.00], [-0.24, -0.33, 0.04], [0.25, 0.12, 0.13], [0.05, 0.05, -0.03], [-0.02, -0.03, 0.01], [0.06, -0.03, -0.08], [0.05, -0.01, 0.15], [0.03, 0.09, -0.14], [-0.17, 0.02, -0.08], [-0.03, 0.06, 0.00], [-0.24, -0.35, 0.06], [-0.04, -0.02, -0.07], [0.05, 0.05, -0.03], [-0.02, -0.03, 0.01], [0.06, -0.03, -0.09], [0.04, 0.00, 0.13], [0.03, 0.10, -0.13], [-0.04, 0.01, 0.00], [0.04, -0.12, 0.07], [0.37, 0.12, -0.02], [-0.26, -0.14, 0.12], [-0.09, 0.02, -0.11], [0.04, 0.00, 0.01], [-0.03, 0.13, -0.05], [-0.04, -0.07, 0.17], [-0.09, 0.00, -0.10], [0.03, -0.05, -0.01], [-0.02, 0.08, 0.01], [-0.14, -0.38, 0.17], [0.11, 0.20, -0.02], [0.01, 0.03, -0.03], [-0.01, -0.04, 0.01], [-0.03, -0.01, -0.08], [0.14, -0.03, 0.05], [-0.08, 0.13, -0.09], [0.02, 0.00, 0.01]], "lowdin_charge": [0.183, -0.533, 0.148, 0.098, -0.488, 0.167, 0.187, -0.205, -0.540, 1.152, -0.059, 0.143, -0.024, -0.092, 0.484, -0.228, -0.085, -0.091, 0.120, 0.181, 0.148, 0.090, 0.101, -0.070, -0.296, -0.105, 0.081, 0.084, 0.080, 0.110, 0.091, 0.099, -0.082, -0.314, -0.086, 0.080, 0.047, 0.067, 0.091, 0.108, 0.055, -0.093, -0.322, -0.091, 0.074, 0.064, 0.075, 0.106, 0.111, 0.078, -0.094, -0.295, -0.116, 0.079, 0.068, 0.078, 0.108, 0.114, 0.085, -0.086, -0.311, -0.116, 0.078, 0.079, 0.078, 0.111, 0.112, 0.086, -0.087, -0.313, -0.090, 0.079, 0.077, 0.066, 0.113, 0.104, 0.037, -0.089, -0.314, -0.112, 0.077, 0.076, 0.074, 0.108, 0.112, 0.088, -0.084, -0.302, -0.102, 0.065, 0.078, 0.074, 0.103, 0.110, 0.087, -0.087, -0.317, -0.093, 0.063, 0.075, 0.074, 0.108, 0.108, 0.081]}

---

2.
{"formula": "C4H15NO3", "method": "wB97M-V/def2-TZVPD", "gap_ev": 4.47, "homo_energy_ev": -9.40, "e_lumo_ev": -4.93, "e_above_lowest_kcal_mol": 192.5, "elements": ["C", "N", "C", "C", "C", "O", "H", "H", "H", "H", "H", "H", "H", "H", "H", "H", "H", "H", "H", "O", "H", "H", "O"], "positions_angstrom": [[-1.54822, 0.58267, -1.21357], [-0.30993, 1.18845, -0.83654], [0.81891, 0.40890, -1.24314], [1.66092, -0.39018, -0.24484], [1.81862, 0.22367, 1.14572], [-0.62260, -2.09744, -1.04585], [-1.76387, -0.30035, -0.55722], [-1.49330, 0.09645, -2.18389], [-2.34929, 1.32080, -1.16583], [-0.33764, 1.39630, 0.21960], [1.49353, 1.02748, -1.85508], [0.37678, -0.30337, -1.94548], [2.66887, -0.53286, -0.65533], [1.25448, -1.42685, -0.13792], [2.48412, -0.31748, 1.81960], [2.15790, 1.25978, 1.03822], [0.89545, 0.23768, 1.73318], [-0.89590, -2.99282, -1.28698], [-1.14636, -0.10434, 1.80227], [-1.07021, -1.09193, 2.02062], [-1.84238, 1.96304, 1.93095], [-1.04001, -1.56050, 1.19236], [-1.20988, 1.41293, 1.46916]], "forces_ev_per_a": [[0.67, 1.65, -1.34], [-0.05, -3.11, 0.48], [-0.68, -0.88, -1.53], [0.87, -0.09, 1.40], [-0.48, 0.32, 0.33], [0.14, 0.71, 0.62], [0.23, -0.62, 0.52], [0.13, 0.30, -0.15], [-0.24, -0.27, 0.50], [-0.95, 1.72, 0.78], [0.09, 0.35, 0.29], [0.62, -0.09, -0.16], [-0.26, 0.19, -0.23], [-0.66, 0.47, -0.49], [0.40, -0.06, -0.51], [0.16, -0.05, 0.20], [-0.06, 0.11, -0.46], [-0.32, 0.04, -0.02], [-0.16, -0.85, 0.29], [-0.02, 0.67, 0.48], [-0.01, 0.51, -0.17], [0.06, -0.34, -0.65], [0.51, -0.69, -0.18]], "lowdin_charge": [-0.059, 0.083, -0.197, -0.194, -0.096, -0.183, 0.128, 0.094, 0.117, 0.080, 0.159, 0.090, 0.112, 0.112, 0.082, 0.086, 0.044, -0.015, -0.036, -0.116, 0.003, -0.031, -0.264]}

---

3.
{"formula": "C5H9N3", "method": "wB97M-V/def2-TZVPD", "gap_ev": 7.77, "homo_energy_ev": -7.54, "e_lumo_ev": 0.23, "e_above_lowest_kcal_mol": 157.5, "elements": ["C", "C", "C", "C", "C", "H", "H", "H", "H", "H", "H", "H", "H", "H", "N", "N", "N"], "positions_angstrom": [[-0.94443, 1.08309, -0.44301], [-0.52826, -0.07184, 0.50041], [1.31703, -1.09994, 1.14951], [0.38298, -1.06953, -0.03395], [0.14916, -1.99866, -1.04635], [-0.11697, 2.45431, -2.00355], [0.92334, 1.88272, -0.90566], [-1.28492, 2.01368, 0.14675], [-1.77302, 0.85428, -1.25055], [-1.63786, -0.46451, 0.69597], [-0.06434, 1.22328, 2.46981], [1.90407, -1.89175, 1.50919], [0.81366, -2.91935, -1.36224], [-0.73921, -1.66651, -1.72900], [0.42853, 1.36301, -1.59440], [0.21320, 0.57572, 1.69888], [0.95706, -0.26799, 2.19820]], "forces_ev_per_a": [[0.78, 0.55, -3.47], [-4.48, 4.18, -0.89], [-1.07, 0.10, 2.94], [1.39, -3.25, 0.99], [-0.03, 1.70, -0.09], [2.07, -4.17, 0.91], [1.62, 0.36, 0.88], [0.85, -1.32, -1.02], [1.54, 0.05, 2.02], [2.49, 0.22, 0.74], [-1.17, -0.41, -1.79], [0.94, -1.13, -0.35], [-1.38, 2.32, 0.91], [1.73, -1.16, 1.13], [-6.07, 4.22, 0.81], [-5.28, 3.76, -0.82], [6.06, -6.03, -2.90]], "lowdin_charge": [-0.152, -0.306, -0.074, -0.300, 0.038, 0.150, -0.045, 0.101, 0.111, 0.184, 0.160, 0.067, 0.093, 0.083, -0.023, -0.081, -0.008]}

---

4.
{"formula": "C4H7N3O", "method": "wB97M-V/def2-TZVPD", "gap_ev": 9.44, "homo_energy_ev": -8.74, "e_lumo_ev": 0.70, "e_above_lowest_kcal_mol": 203.9, "elements": ["C", "C", "C", "C", "H", "H", "H", "H", "H", "H", "H", "N", "N", "N", "O"], "positions_angstrom": [[0.12609, -0.00416, -0.78701], [1.70074, -0.10973, -0.83728], [0.93526, -0.56772, 0.53997], [-1.31159, -0.63800, -0.60919], [-0.04535, 1.71809, 0.40990], [-1.20900, 1.49177, -1.04267], [2.18351, 0.88379, -1.03782], [1.99189, -0.98702, -1.24478], [1.15142, -1.66441, 0.72538], [0.19824, 0.00409, 2.41118], [-2.19671, -0.26510, 1.28156], [0.09480, 1.44052, -0.52178], [-0.00847, 0.04367, 1.31894], [-1.36335, -0.64587, 0.80448], [-2.24748, -0.69992, -1.41086]], "forces_ev_per_a": [[3.72, -0.55, 0.75], [-4.00, 2.14, 1.92], [1.08, -0.99, -3.11], [0.13, 2.04, -0.30], [-0.52, -0.09, 1.45], [4.72, 1.02, 1.87], [-0.46, -1.41, 0.22], [1.81, -2.55, -1.08], [-0.65, 1.20, -0.60], [-1.50, -0.75, -2.81], [0.53, -0.37, -0.59], [-6.66, 0.68, -5.79], [-1.05, -0.47, 5.14], [0.90, 0.65, 1.05], [1.96, -0.54, 1.88]], "lowdin_charge": [-0.336, 0.033, -0.242, -0.398, 0.021, 0.246, 0.113, 0.046, 0.139, 0.175, 0.138, 0.021, -0.097, 0.102, 0.042]}